This record from the OMol25 dataset describes a 9-piece molecular cluster, C44H96Br3N6O6 overall in a non-equilibrium geometry. The level of theory is the ωB97M-V functional and the def2-TZVPD basis.

Each line ends with the Mulliken charge.
Geometry (Å):
C 23.437 19.412 8.900  -1.644
C 22.577 19.612 10.139  1.274
C 21.229 20.262 9.867  -1.063
C 20.284 19.332 9.018  -0.903
C 20.534 17.790 9.080  -1.304
C 21.073 17.369 10.412  1.686
N 22.307 18.239 10.858  0.859
O 22.868 17.879 11.798  -0.371
C 21.462 15.893 10.506  -1.393
C 20.013 17.693 11.508  -1.393
C 23.451 20.372 11.198  -1.801
H 22.959 19.120 7.946  0.329
H 24.327 18.916 9.071  0.509
H 23.804 20.415 8.620  0.432
H 21.432 21.218 9.342  0.500
H 20.758 20.634 10.789  0.310
H 20.371 19.609 7.995  0.547
H 19.232 19.494 9.239  0.323
H 21.307 17.481 8.379  0.435
H 19.643 17.252 8.794  0.503
H 22.241 15.801 11.224  0.476
H 21.786 15.440 9.562  0.401
H 20.555 15.334 10.847  -0.015
H 19.197 17.030 11.369  0.082
H 19.662 18.719 11.502  0.349
H 20.458 17.419 12.456  0.467
H 23.669 21.387 10.875  0.438
H 24.440 19.864 11.336  0.415
H 23.000 20.527 12.137  0.489
C 16.854 26.894 13.528  -1.625
C 16.777 25.418 13.661  1.147
C 15.504 25.040 14.356  -1.108
C 15.098 23.559 14.350  -0.606
C 14.988 23.042 12.890  -1.212
C 16.308 23.216 12.016  1.697
N 16.733 24.708 12.319  0.837
O 16.709 25.471 11.387  -0.430
C 16.010 23.081 10.528  -1.610
C 17.376 22.238 12.458  -1.585
C 18.073 24.849 14.287  -1.479
H 16.032 27.307 12.970  0.447
H 17.779 27.196 12.997  0.405
H 16.926 27.190 14.586  0.430
H 14.651 25.605 13.962  0.437
H 15.676 25.390 15.399  0.393
H 14.088 23.623 14.762  0.369
H 15.695 22.870 14.889  0.392
H 14.181 23.557 12.478  0.643
H 14.789 21.988 12.674  0.239
H 16.795 23.502 9.852  0.413
H 15.077 23.612 10.272  0.479
H 15.786 22.044 10.323  0.246
H 18.247 22.486 11.896  0.637
H 16.922 21.270 12.380  0.102
H 17.711 22.244 13.506  0.200
H 18.017 23.811 14.506  0.268
H 18.268 25.409 15.198  0.436
H 18.886 24.947 13.565  0.400
C 13.994 11.471 13.064  -2.023
C 12.459 11.527 13.243  1.059
C 11.857 10.140 13.541  -1.077
C 10.530 10.198 14.259  -0.713
C 10.651 11.036 15.522  -1.002
C 10.907 12.442 15.314  1.044
N 12.210 12.469 14.423  1.063
O 13.081 13.335 14.740  -0.338
C 11.311 13.039 16.674  -2.026
C 9.752 13.246 14.683  -1.264
C 11.720 12.145 11.899  -1.103
H 14.538 11.204 13.963  0.451
H 14.341 12.471 12.812  0.469
H 14.237 10.744 12.316  0.471
H 12.573 9.583 14.143  0.417
H 11.754 9.689 12.566  0.455
H 10.175 9.179 14.537  0.366
H 9.714 10.619 13.681  0.409
H 11.562 10.682 16.200  0.328
H 9.747 10.971 16.147  0.408
H 11.991 12.396 17.133  0.508
H 10.493 13.163 17.406  0.406
H 11.755 14.014 16.447  0.536
H 10.083 14.305 14.626  0.183
H 9.007 13.271 15.522  0.438
H 9.263 12.815 13.855  0.389
H 12.200 11.601 11.018  0.418
H 12.066 13.180 11.812  0.237
H 10.615 12.181 11.987  0.296
C 14.147 18.278 17.048  -1.949
C 12.847 18.607 17.798  1.575
C 12.021 17.421 18.199  -1.220
C 10.665 17.768 18.919  -0.941
C 10.737 19.168 19.557  -1.078
C 12.102 19.472 20.129  1.186
N 13.144 19.430 19.006  0.807
O 14.104 20.064 19.108  -0.444
C 12.744 18.390 21.025  -1.557
C 12.199 20.928 20.821  -1.476
C 12.108 19.648 16.874  -1.423
H 14.824 19.126 17.056  0.581
H 14.006 17.997 15.987  0.347
H 14.671 17.488 17.531  0.458
H 12.644 16.651 18.674  0.518
H 11.842 16.956 17.163  0.398
H 10.524 17.012 19.700  0.372
H 9.854 17.603 18.186  0.386
H 10.159 19.094 20.510  0.542
H 10.311 20.032 18.999  0.386
H 13.693 17.985 20.619  0.398
H 12.129 17.517 21.177  0.289
H 12.909 18.756 22.042  0.439
H 11.911 21.645 20.041  0.421
H 13.210 21.149 21.151  0.421
H 11.400 21.050 21.590  0.382
H 11.237 19.202 16.371  0.332
H 12.887 19.760 16.063  0.422
H 11.815 20.656 17.308  0.370
C 18.915 10.538 9.591  -1.309
C 19.109 10.691 11.079  0.183
C 20.114 9.704 11.610  -0.547
O 20.456 9.786 12.956  -0.379
C 19.655 8.845 13.693  -0.625
N 19.616 12.030 11.412  0.072
H 20.351 12.319 10.801  0.449
H 18.968 12.901 11.303  -0.224
H 19.935 11.904 12.366  0.403
H 19.975 10.411 9.146  0.335
H 18.441 11.418 9.062  0.318
H 18.311 9.642 9.393  0.394
H 18.105 10.585 11.523  0.192
H 21.042 9.839 10.996  0.320
H 19.740 8.729 11.287  0.407
H 19.664 7.879 13.155  0.312
H 18.575 9.134 13.672  0.221
H 19.892 8.739 14.791  0.275
C 14.294 16.247 9.824  -1.340
C 14.862 17.342 10.805  0.676
C 14.097 18.702 11.037  -0.326
O 14.588 19.778 10.137  -0.175
C 14.029 19.740 8.820  -0.803
N 15.250 16.651 12.080  0.557
H 15.774 17.263 12.719  -0.141
H 14.303 16.489 12.616  -0.093
H 15.768 15.788 11.858  0.301
H 13.789 16.663 8.931  0.391
H 13.403 15.752 10.349  0.271
H 15.027 15.474 9.531  0.320
H 15.811 17.660 10.343  -0.097
H 14.303 18.996 12.051  -0.067
H 13.045 18.522 10.858  0.455
H 12.947 19.464 8.730  0.344
H 14.669 19.129 8.171  0.293
H 14.262 20.805 8.548  0.205
Br 12.179 15.938 13.530  -0.711
Br 18.031 14.610 10.608  -0.695
Br 16.155 18.845 14.037  -0.803

- Spin multiplicity: 1
- HOMO-LUMO gap: 0.2055 Ha
- HOMO: -13.27 eV
- Total charge: +3



This record from the OMol25 dataset describes C14H31As3F3INO4PdS as an isolated structure. The level of theory is the ωB97M-V functional and the def2-TZVPD basis.

Each line ends with the Mulliken charge.
Geometry (Å):
Pd -0.359 1.841 -0.858  -1.048
C -0.420 1.553 2.959  -1.218
As 0.563 1.347 1.267  1.223
C 2.196 2.236 1.910  -1.259
C 1.336 -0.456 1.457  -2.066
C 0.545 -1.687 0.991  2.528
C 1.339 -2.926 1.435  -2.291
C 0.443 -1.764 -0.546  -2.123
As -0.740 -0.529 -1.540  1.189
C -0.352 -1.301 -3.299  -1.308
C -2.454 -1.470 -1.278  -1.395
C -0.856 -1.722 1.609  -1.414
As -0.956 -1.964 3.568  0.257
C -1.164 -3.923 3.606  -1.197
C -2.881 -1.580 3.680  -1.183
H -1.429 1.150 2.878  0.144
H -0.499 2.625 3.144  0.518
H 0.103 1.074 3.788  0.337
H 2.504 1.834 2.878  0.423
H 2.002 3.305 2.002  0.349
H 2.983 2.080 1.174  0.292
H 1.611 -0.572 2.511  0.643
H 2.262 -0.389 0.879  0.636
H 2.313 -2.943 0.940  0.448
H 0.809 -3.846 1.175  0.437
H 1.515 -2.920 2.514  0.463
H 0.128 -2.776 -0.828  0.554
H 1.440 -1.605 -0.969  0.461
H -0.488 -2.385 -3.296  0.424
H 0.674 -1.056 -3.571  0.341
H -1.018 -0.840 -4.026  0.359
H -2.316 -2.554 -1.241  0.383
H -3.096 -1.219 -2.123  0.463
H -2.945 -1.131 -0.367  0.285
H -1.449 -2.527 1.163  0.901
H -1.380 -0.786 1.390  0.110
H -0.193 -4.409 3.540  0.333
H -1.794 -4.263 2.782  0.319
H -1.631 -4.204 4.551  0.419
H -3.046 -0.508 3.576  0.292
H -3.259 -1.899 4.651  0.407
H -3.424 -2.103 2.891  0.354
F -2.915 1.219 -3.632  -0.249
C -2.773 2.384 -2.968  0.616
F -3.718 3.222 -3.422  -0.254
F -3.031 2.157 -1.677  -0.195
S -1.108 3.161 -3.387  1.052
O -1.469 3.860 -4.596  -0.681
O -0.141 2.098 -3.571  -0.488
O -0.786 4.000 -2.236  -0.644
N 2.398 3.254 -1.537  -0.157
C 3.081 2.133 -1.868  0.967
O 3.098 1.110 -1.206  -0.539
C 3.879 2.194 -3.160  -1.321
I 5.433 3.661 -3.130  0.028
H 1.532 3.117 -1.007  -0.051
H 2.299 3.957 -2.254  0.303
H 3.241 2.450 -4.002  0.416
H 4.361 1.236 -3.313  0.407

- Spin multiplicity: 1
- HOMO-LUMO gap: 0.2045 Ha
- HOMO: -3.38 eV
- Total charge: -1



This record from the OMol25 dataset describes one molecule with the formula C5H7N. The level of theory is the ωB97M-V functional and the def2-TZVPD basis.

Each line ends with the Mulliken charge.
Geometry (Å):
C 2.196 0.429 -1.581  -1.253
C 1.046 -0.053 -0.819  1.336
C 0.107 -0.461 -0.180  -0.770
C -1.062 -0.855 0.577  -0.322
C -1.461 -0.007 1.731  -0.368
N -2.255 -0.003 0.511  -0.582
H 3.020 -0.289 -1.524  0.282
H 2.555 1.385 -1.185  0.292
H 1.941 0.573 -2.635  0.293
H -1.280 -1.921 0.606  0.317
H -0.824 0.846 1.953  0.259
H -1.943 -0.463 2.593  0.245
H -2.040 0.819 -0.048  0.272

- Spin multiplicity: 1
- HOMO-LUMO gap: 0.3677 Ha
- SMILES: CC#C[C@H]1CN1
- HOMO: -9.02 eV
- Total charge: 0



This record from the OMol25 dataset describes one molecule with the formula C2H5Cl3NP in a non-equilibrium geometry. The level of theory is the ωB97M-V functional and the def2-TZVPD basis.

Each line ends with the Mulliken charge.
Geometry (Å):
C -0.380 0.084 -1.692  -0.875
C -0.073 1.169 1.016  0.172
N -0.048 -1.600 0.518  -0.485
P 0.403 -0.174 -0.217  0.516
Cl 0.402 0.995 2.632  -0.079
Cl 0.465 2.673 0.005  -0.165
Cl -1.928 1.214 0.779  -0.109
H -0.226 1.067 -2.123  0.257
H -0.366 -0.755 -2.403  0.275
H -0.551 -2.243 -0.061  0.208
H 0.496 -2.088 1.273  0.244
H 1.805 -0.340 0.274  0.040

- Spin multiplicity: 1
- HOMO-LUMO gap: 0.3062 Ha
- SMILES: C=[P@H](N)C(Cl)(Cl)Cl
- HOMO: -8.05 eV
- Total charge: 0